(1)
Molecular formula: C18H33Cl18F5NO4PS
Method: DFT, wB97M-V/def2-TZVPD

Each line ends with the Löwdin charge.
Cartesian coordinates (Å):
C 2.83 -0.99 1.16  -0.1010
C 1.74 -0.20 0.42  -0.2484
C 1.03 -0.99 -0.69  -0.1689
C 0.65 -0.14 -1.89  -0.2189
N -0.48 0.80 -1.54  -0.1042
C -1.70 0.23 -2.14  -0.6037
O -1.88 0.21 -3.32  0.1423
O -2.61 -0.29 -1.27  -0.2033
P -3.04 0.86 -0.05  0.9483
C -2.46 0.24 1.59  -0.3004
C -4.86 1.01 0.02  -0.2612
S -0.24 2.32 -2.21  0.7092
O -1.40 3.13 -2.11  -0.2416
O 0.26 2.24 -3.55  -0.2419
C 1.10 3.21 -1.27  -0.4501
F 1.27 4.34 -1.97  0.1373
F 2.26 2.53 -1.33  0.1115
C 0.79 3.62 0.19  -0.5704
F 0.91 2.61 1.04  0.1720
F 1.70 4.55 0.52  0.1666
F -0.42 4.16 0.32  0.1890
H 3.78 -0.64 0.79  -0.0427
H 2.78 -0.80 2.22  0.0664
H 2.70 -2.05 0.96  0.0749
H 0.98 0.15 1.10  0.0488
H 2.20 0.69 0.00  0.0754
H 1.65 -1.83 -1.00  0.1103
H 0.12 -1.39 -0.26  0.1147
H 0.32 -0.85 -2.64  0.0333
H 1.50 0.38 -2.32  0.1062
H -2.98 -0.68 1.84  0.0450
H -2.64 1.04 2.30  0.0211
H -1.41 0.07 1.48  -0.0421
H -5.35 0.11 0.36  -0.0384
H -5.08 1.87 0.65  0.0433
H -5.22 1.25 -0.98  0.0410
C 6.18 0.76 -0.67  -0.9545
Cl 5.58 1.47 0.85  0.5808
Cl 5.57 -0.88 -0.92  0.5744
H 5.85 1.38 -1.49  0.0078
H 7.26 0.72 -0.63  0.0355
C 7.41 -0.45 3.17  -1.0537
Cl 6.22 -1.31 4.16  0.5048
Cl 8.92 -1.35 3.02  0.5047
H 6.99 -0.30 2.18  -0.0485
H 7.62 0.51 3.63  0.0261
C -4.01 -0.79 -5.98  -1.0248
Cl -3.84 -2.31 -6.86  0.5053
Cl -5.22 -0.89 -4.71  0.5053
H -3.06 -0.54 -5.53  -0.0003
H -4.31 -0.02 -6.68  0.0264
C -5.47 -2.89 -1.09  -1.0056
Cl -6.06 -2.33 0.48  0.5274
Cl -5.98 -4.54 -1.44  0.5040
H -5.86 -2.24 -1.86  0.0077
H -4.39 -2.85 -1.08  0.0226
C -0.52 1.94 4.75  -0.9899
Cl -0.31 0.52 3.72  0.5752
Cl -1.79 1.69 5.96  0.5198
H 0.41 2.14 5.27  0.0238
H -0.79 2.79 4.13  0.0270
C -8.24 -7.09 1.13  -1.0228
Cl -7.56 -5.47 1.29  0.4740
Cl -9.69 -7.09 0.11  0.4998
H -7.50 -7.73 0.67  0.0240
H -8.51 -7.46 2.11  0.0223
C 1.42 -0.57 -5.42  -0.9968
Cl 2.48 -0.77 -6.81  0.5255
Cl 1.51 -1.96 -4.32  0.5723
H 1.72 0.32 -4.88  0.0144
H 0.40 -0.47 -5.76  0.0299
C 0.46 -0.99 7.87  -1.0393
Cl 1.69 -0.95 6.60  0.4910
Cl 0.51 -2.50 8.79  0.5091
H 0.64 -0.16 8.55  0.0247
H -0.52 -0.89 7.41  0.0045
C 5.08 4.46 -1.20  -1.0469
Cl 6.14 4.34 -2.62  0.5182
Cl 5.51 5.83 -0.17  0.5255
H 4.06 4.59 -1.54  0.0064
H 5.19 3.55 -0.62  -0.0566

E (eV): -287995.0927
Gap between HOMO and LUMO (eV): 8.800
Charge: 0
E_LUMO (eV): 0.17

=====

(2)
Molecular formula: C18H33ClNO2P2Pb
Method: DFT, wB97M-V/def2-TZVPD

Each line ends with the Löwdin charge.
Cartesian coordinates (Å):
C -1.19 -2.86 -2.64  -0.0424
C -0.80 -2.10 -1.45  -0.7976
H -1.87 -3.63 -2.25  0.1200
H -0.32 -3.34 -3.11  0.1186
H -1.64 -2.20 -3.39  0.1001
O -0.94 -2.44 -0.29  -0.0066
Cl 0.03 -0.59 -1.90  0.6576
Pb 0.15 0.90 1.39  1.2521
P 2.47 -1.05 0.54  0.7985
C 2.98 -2.19 1.88  -0.2427
C 2.79 -2.15 -0.88  -0.2508
H 3.80 -2.57 -0.79  0.0851
H 4.87 -0.60 0.38  0.0845
H 2.68 -1.61 -1.82  0.0397
H 3.89 0.64 -0.50  0.0586
H 2.18 -2.93 2.04  0.0603
H 2.06 -2.97 -0.88  0.0568
C 3.96 0.02 0.42  -0.2382
H 3.92 -2.71 1.64  0.0820
H 4.02 0.72 1.27  0.0499
H 3.11 -1.66 2.84  0.0516
P -2.34 1.49 -0.22  0.7803
C -3.74 1.54 0.96  -0.2470
C -2.22 3.26 -0.72  -0.2304
H -2.48 0.84 -2.56  0.0486
H -4.08 1.29 -1.87  0.0868
H -3.34 -0.30 -1.51  0.0600
C -3.13 0.76 -1.68  -0.2401
H -1.47 3.36 -1.52  0.0625
H -3.21 3.60 -1.09  0.0870
H -4.65 1.92 0.46  0.0820
H -3.52 2.18 1.83  0.0520
H -1.89 3.88 0.13  0.0587
H -3.93 0.53 1.33  0.0591
C -1.12 -1.49 2.18  -0.0324
O -1.68 -2.37 2.67  0.1543
C -0.82 1.78 4.35  -0.0443
N 0.41 1.97 3.53  -0.3893
C 1.54 1.19 4.11  -0.0676
C 0.76 3.41 3.31  -0.1199
C 1.33 3.72 1.95  -0.2521
C 1.94 4.96 1.79  0.0072
C 2.44 5.32 0.54  -0.0001
C 2.35 4.43 -0.55  -0.0215
C 1.75 3.19 -0.37  -0.1182
C 1.24 2.85 0.87  -0.2743
H -0.86 0.74 4.68  0.1004
H -1.70 2.01 3.73  0.0870
H -0.78 2.46 5.21  0.1249
H 2.38 1.16 3.40  0.0873
H 1.86 1.67 5.05  0.1303
H 1.19 0.16 4.31  0.1004
H -0.16 4.01 3.48  0.1547
H 1.48 3.69 4.09  0.1537
H 2.01 5.63 2.65  0.1462
H 2.91 6.29 0.41  0.1343
H 2.73 4.71 -1.53  0.1344
H 1.68 2.50 -1.21  0.1080

E (eV): -61105.0016
Gap between HOMO and LUMO (alpha / beta) (eV): 5.408 / 5.202
Charge: +3
E_LUMO (alpha / beta) (eV): -12.68 / -12.89
ΔE to the lowest compared entry with this formula, charge and spin (kcal/mol): 3.66

=====

(3)
Molecular formula: C18H33F4HgN5O11S4Ti
Method: DFT, wB97M-V/def2-TZVPD

Each line ends with the Löwdin charge.
Cartesian coordinates (Å):
Ti -7.54 -13.84 18.89  1.1888
Hg -5.88 -14.88 16.23  1.0763
N -4.50 -13.20 16.46  -0.4476
S -4.54 -12.12 17.63  0.5321
O -4.86 -10.81 17.20  -0.1935
O -3.65 -12.31 18.70  -0.1806
F -6.04 -12.63 18.29  -0.3943
S -3.32 -12.51 15.47  0.5145
O -2.12 -12.33 16.20  -0.2060
O -3.72 -11.58 14.49  -0.2039
F -3.03 -13.85 14.68  -0.1677
N -8.08 -14.07 16.60  -0.4573
S -9.37 -14.97 16.18  0.4505
O -9.73 -14.98 14.82  -0.2109
O -10.44 -15.01 17.13  -0.2398
F -8.65 -16.36 16.43  -0.1818
S -8.88 -12.56 16.51  0.5247
O -9.28 -12.18 17.84  -0.2669
O -9.64 -12.16 15.40  -0.1508
F -7.52 -11.79 16.32  -0.1519
N -10.87 -14.73 11.57  0.0024
C -11.68 -14.78 10.47  -0.1298
C -11.57 -16.05 9.94  -0.1045
C -10.71 -16.78 10.79  -0.1136
C -10.26 -15.94 11.78  -0.1558
H -10.66 -13.92 12.13  0.1380
H -12.25 -13.94 10.14  0.1088
H -12.07 -16.35 9.04  0.0937
H -10.42 -17.81 10.64  0.0910
H -9.55 -16.11 12.57  0.0783
N -13.13 -10.35 18.54  -0.0036
C -12.68 -11.52 17.99  -0.1411
C -13.16 -11.55 16.70  -0.1116
C -13.94 -10.39 16.49  -0.0974
C -13.88 -9.64 17.64  -0.1225
H -13.00 -10.15 19.51  0.1421
H -12.03 -12.21 18.49  0.0706
H -12.97 -12.23 15.88  0.0885
H -14.46 -10.09 15.60  0.0960
H -14.37 -8.74 17.98  0.1108
N -14.37 -16.22 14.65  0.0156
C -13.25 -15.66 15.22  -0.1326
C -13.65 -15.04 16.37  -0.1382
C -15.05 -15.22 16.53  -0.0893
C -15.45 -15.91 15.42  -0.1426
H -14.39 -16.65 13.75  0.1466
H -12.28 -15.83 14.79  0.0895
H -13.03 -14.46 17.03  0.0629
H -15.68 -14.95 17.37  0.0924
H -16.42 -16.31 15.15  0.1101
C -8.79 -19.14 19.76  -0.0767
C -7.97 -17.98 19.17  -0.3323
O -7.13 -18.46 18.12  -0.0833
H -9.34 -18.76 20.63  0.0759
H -8.18 -19.97 20.12  0.0823
H -9.57 -19.45 19.07  0.0808
H -7.36 -17.47 19.91  0.1093
H -8.78 -17.34 18.79  0.0821
H -7.72 -18.71 17.40  0.0809
C -5.68 -13.83 11.97  -0.0512
C -6.54 -13.50 13.18  -0.2604
O -6.72 -14.72 13.95  -0.2206
H -6.22 -14.60 11.40  0.0841
H -4.75 -14.28 12.32  0.0790
H -5.51 -12.96 11.34  0.0929
H -7.53 -13.15 12.91  0.1196
H -5.99 -12.76 13.77  0.0919
H -6.88 -15.47 13.37  0.0990
C -11.31 -14.82 21.47  -0.0622
C -10.42 -13.89 20.69  -0.2273
O -9.62 -14.68 19.75  -0.1900
H -11.91 -15.47 20.82  0.0922
H -12.00 -14.26 22.11  0.0924
H -10.79 -15.50 22.15  0.0846
H -9.70 -13.27 21.23  0.1215
H -11.11 -13.30 20.09  0.0993
H -10.15 -14.92 18.97  0.0476

E (eV): -130662.3290
Gap between HOMO and LUMO (alpha / beta) (eV): 4.935 / 3.701
Multiplicity: 4
Charge: +1
E_LUMO (alpha / beta) (eV): -5.07 / -6.30
Expectation value of S²: 3.754

=====

(4)
Molecular formula: C18H33F6N6P
Method: DFT, wB97M-V/def2-TZVPD

Each line ends with the Löwdin charge.
Cartesian coordinates (Å):
C 2.77 -2.45 -4.15  -0.0361
C 2.16 -1.66 -2.97  -0.1702
N 2.65 -0.26 -2.91  0.0091
C 2.81 0.58 -1.79  -0.0660
C 3.35 1.75 -2.34  0.0009
N 3.29 1.72 -3.69  -0.1100
C 2.78 0.47 -4.08  0.0773
C 3.67 2.78 -4.53  -0.0012
H 2.62 -3.52 -4.01  0.0919
H 3.83 -2.21 -4.27  0.0894
H 2.27 -2.25 -5.10  0.0720
H 2.53 -2.12 -2.05  0.0919
H 1.07 -1.71 -2.87  0.1210
H 2.71 0.17 -0.80  0.1002
H 3.79 2.61 -1.86  0.1512
H 2.60 0.08 -5.07  0.1622
H 4.37 2.41 -5.28  0.1163
H 4.24 3.58 -4.05  0.1140
H 2.70 3.12 -4.89  0.1177
C -3.46 -1.74 0.33  -0.0892
C -3.22 -0.84 -0.80  -0.1413
N -2.31 0.26 -0.42  -0.0128
C -2.54 1.24 0.56  0.0203
C -1.41 1.99 0.51  -0.0669
N -0.44 1.51 -0.32  0.0038
C -1.03 0.39 -0.86  -0.0309
C 0.96 1.90 -0.49  0.0021
H -3.89 -1.33 1.24  0.0725
H -2.58 -2.31 0.62  0.0775
H -4.25 -2.43 0.03  0.1059
H -4.22 -0.49 -1.06  0.1400
H -2.74 -1.29 -1.67  0.1425
H -3.47 1.25 1.10  0.1477
H -1.12 2.82 1.14  0.1328
H -0.51 0.00 -1.72  0.1674
H 1.01 2.98 -0.66  0.1341
H 1.40 1.34 -1.32  0.0458
H 1.58 1.74 0.39  0.0870
C -3.20 -0.62 5.94  -0.0643
C -3.55 -0.30 4.50  -0.1686
N -2.39 -0.23 3.63  -0.0625
C -2.02 -1.18 2.75  -0.0365
C -0.87 -0.76 2.11  -0.0235
N -0.49 0.47 2.66  -0.0309
C -1.46 0.79 3.62  0.0508
C 0.68 1.29 2.30  -0.0013
H -4.06 -0.97 6.51  0.0893
H -2.84 0.19 6.58  0.0807
H -2.45 -1.39 6.13  0.0891
H -4.24 0.53 4.41  0.1363
H -4.14 -1.13 4.11  0.1241
H -2.64 -2.06 2.77  0.1391
H -0.24 -1.29 1.41  -0.0049
H -1.49 1.65 4.27  0.1648
H 1.28 1.31 3.21  0.1261
H 0.19 2.27 2.28  0.0878
H 1.25 0.97 1.43  -0.0513
P 1.28 -1.39 -0.05  0.3058
F 1.05 -0.45 -1.30  -0.2788
F -0.35 -1.23 0.20  -0.1503
F 0.91 -2.65 -0.98  -0.0968
F 1.51 -2.32 1.24  -0.0461
F 2.82 -1.51 -0.45  -0.1081
F 1.51 -0.05 0.86  -0.1399

E (eV): -53716.3509
Gap between HOMO and LUMO (eV): 9.829
Charge: +2
E_LUMO (eV): -5.02
ΔE to the lowest compared entry with this formula, charge and spin (kcal/mol): 298.29

=====

(5)
Molecular formula: C18H33HfPS4Sb
Method: DFT, wB97M-V/def2-TZVPD

Each line ends with the Löwdin charge.
Cartesian coordinates (Å):
Hf 0.51 -1.05 -1.36  0.7154
C 1.14 2.63 -2.35  -0.0424
C 0.04 1.60 -2.43  -0.3320
C -1.01 1.60 -1.51  -0.0455
C -2.15 0.79 -1.71  -0.2743
C -3.39 0.97 -0.88  -0.0261
C -2.16 -0.07 -2.80  -0.0635
C -1.11 -0.11 -3.72  -0.3402
C -1.21 -0.95 -4.96  -0.0546
C 0.00 0.71 -3.50  -0.1263
H 2.12 2.18 -2.49  0.0480
H 1.12 3.17 -1.40  0.0763
H 0.99 3.36 -3.15  0.1051
H -1.01 2.31 -0.70  0.1191
H -3.85 0.01 -0.63  0.0881
H -4.13 1.53 -1.46  0.1056
H -3.20 1.52 0.03  0.0776
H -3.02 -0.71 -2.96  0.1359
H -0.33 -1.59 -5.05  0.0419
H -1.24 -0.30 -5.84  0.1039
H -2.10 -1.57 -4.95  0.0840
H 0.78 0.73 -4.24  0.1217
S 2.14 -1.88 -3.66  -0.0677
Sb 1.36 -3.96 -2.34  0.5553
S -0.85 -2.97 -2.22  -0.0842
S 2.78 -0.50 -2.27  0.0053
S 1.86 -2.95 -0.27  -0.0883
C 0.74 -2.56 2.92  -0.1184
C 1.28 -1.14 2.73  -0.5297
C 2.81 -1.16 2.60  -0.1040
P 0.47 -0.24 1.34  0.9928
C -1.32 -0.19 1.79  -0.5301
C -1.64 -0.02 3.28  -0.0824
C -2.03 -1.42 1.21  -0.1222
C 1.06 1.52 1.47  -0.5204
C 1.22 2.05 2.90  -0.0879
C 2.35 1.76 0.67  -0.1123
H 1.19 -2.99 3.83  0.0953
H 1.01 -3.21 2.09  0.0033
H -0.34 -2.61 3.05  0.0540
H 1.00 -0.54 3.60  0.0975
H 3.12 -1.63 1.66  0.0298
H 3.23 -1.74 3.42  0.0936
H 3.25 -0.16 2.65  0.0560
H -1.68 0.70 1.28  0.0700
H -1.36 -0.90 3.87  0.0795
H -2.72 0.12 3.40  0.0923
H -1.15 0.85 3.73  0.0571
H -1.53 -2.35 1.47  0.0667
H -2.11 -1.38 0.13  0.0179
H -3.06 -1.48 1.59  0.0958
H 0.26 2.08 0.99  0.0771
H 2.05 1.57 3.42  0.0808
H 0.32 1.92 3.50  0.0546
H 1.43 3.12 2.86  0.0939
H 3.23 1.35 1.17  0.0773
H 2.53 2.84 0.55  0.0927
H 2.32 1.32 -0.33  -0.0088

E (eV): -79675.2569
Gap between HOMO and LUMO (eV): 7.437
Charge: +1
E_LUMO (eV): -3.48
ΔE to the lowest compared entry with this formula, charge and spin (kcal/mol): 0.00

=====

(6)
Molecular formula: C18H33N3O3SbTi
Method: DFT, wB97M-V/def2-TZVPD

Each line ends with the Löwdin charge.
Cartesian coordinates (Å):
Ti -0.08 0.52 0.33  1.0785
N -0.43 2.65 -0.52  0.0217
C -1.90 2.52 -0.89  -0.0551
C -2.03 1.10 -0.38  -0.6110
O -1.54 0.18 -1.09  -0.0042
O -1.99 0.94 0.89  -0.0912
H -0.32 3.38 0.18  0.1140
H 0.10 2.93 -1.33  0.1248
H -2.05 2.59 -1.96  0.1442
H -2.51 3.23 -0.35  0.1444
C 4.83 1.51 -5.83  -0.0609
C 5.22 0.15 -5.28  -0.1758
N 4.15 -0.57 -4.57  -0.0402
C 3.39 -1.57 -5.32  -0.1993
C 2.77 -1.03 -6.60  -0.0654
C 3.83 -0.12 -3.34  -0.4178
O 4.30 0.89 -2.83  0.0754
C 2.89 -0.92 -2.46  -0.0609
C 2.82 -2.30 -2.32  0.0490
C 2.01 -2.85 -1.32  0.0137
C 1.31 -2.01 -0.49  -0.0961
N 1.38 -0.67 -0.61  -0.0854
C 2.17 -0.15 -1.55  -0.0384
H 5.68 1.94 -6.34  0.0885
H 4.54 2.18 -5.03  0.0720
H 4.01 1.44 -6.55  0.0650
H 6.05 0.26 -4.58  0.1288
H 5.55 -0.52 -6.08  0.1260
H 2.59 -1.95 -4.68  0.0970
H 4.06 -2.40 -5.55  0.1328
H 2.14 -0.16 -6.40  0.0839
H 2.16 -1.81 -7.05  0.0866
H 3.53 -0.75 -7.33  0.0792
H 3.39 -2.94 -2.97  0.1376
H 1.95 -3.92 -1.19  0.1328
H 0.66 -2.40 0.28  0.1271
H 2.27 0.93 -1.61  0.1333
C -1.36 -0.18 5.61  -0.1607
C -1.27 -0.60 4.15  -0.3889
Sb 0.41 0.24 3.12  1.4598
C 2.04 -1.09 3.48  -0.4214
C 2.25 -1.38 4.96  -0.1623
C 0.93 1.97 4.24  -0.4101
C -0.02 3.14 4.00  -0.1734
H -2.22 -0.65 6.09  0.0884
H -1.50 0.90 5.71  0.0669
H -0.47 -0.45 6.18  0.0668
H -2.16 -0.32 3.59  0.0499
H -1.16 -1.69 4.06  0.0629
H 2.92 -0.64 3.04  0.0574
H 1.83 -2.01 2.93  0.0448
H 2.45 -0.47 5.53  0.0728
H 3.10 -2.05 5.10  0.0856
H 1.38 -1.88 5.40  0.0686
H 1.96 2.22 3.97  0.0658
H 0.93 1.66 5.28  0.0612
H 0.01 3.48 2.96  0.0521
H 0.27 3.99 4.62  0.0877
H -1.05 2.90 4.25  0.0710

E (eV): -59453.0017
Gap between HOMO and LUMO (alpha / beta) (eV): 6.444 / 6.777
Multiplicity: 2
Charge: +2
E_LUMO (alpha / beta) (eV): -7.80 / -7.47
ΔE to the lowest compared entry with this formula, charge and spin (kcal/mol): 0.00
Expectation value of S²: 0.756